Computed, not measured: a molecular structure, C14H27ClNNdO in a non-equilibrium geometry, with ωB97M-V with the def2-TZVPD basis set.

Calculated values
Net charge = +3
Spin multiplicity = 5
E_HOMO (spin up / spin down) = -17.8 / -17.8 eV
<S²> = 6.00
Kohn-Sham gap (spin up / spin down) = 0.1781 / 0.1780 hartree

Each line ends with the Mulliken charge.
Geometry (Å):
C  -1.5129  -0.5436  1.9162  -1.0901
C  -0.8141  0.7508  1.4879  -0.6707
C  -0.2229  0.8206  0.0189  2.9381
C  -0.5517  2.2406  -0.5194  -1.2713
C  -2.0347  2.5718  -0.7960  -0.8835
C  -2.7060  3.4908  0.2215  -0.4999
Cl  -1.8058  5.0134  0.4096  -0.1358
C  1.3134  0.7367  0.0192  -2.6701
C  1.9866  -0.6235  0.2997  1.4873
C  2.4860  -0.7239  1.7770  -1.4536
C  3.2075  -0.9006  -0.6372  -1.4134
N  0.9983  -1.7861  -0.0217  0.9617
O  1.3634  -2.8665  0.2902  -0.3084
C  -0.1250  -1.6212  -1.0362  1.2587
C  -1.1057  -2.7737  -0.8546  -1.5340
C  0.6255  -1.8217  -2.3951  -1.5183
C  -0.7992  -0.2340  -0.9437  -2.6079
H  -2.3007  -0.8557  1.2318  0.3130
H  -0.8205  -1.3283  2.0841  0.3219
H  -2.0053  -0.3779  2.8814  0.4476
H  -1.5864  1.5128  1.6358  -0.1139
H  -0.0132  1.0601  2.1909  0.4350
H  0.0185  2.3670  -1.4440  0.5588
H  -0.1587  2.9872  0.1843  0.6691
H  -2.6503  1.6672  -0.9025  0.2641
H  -2.0824  3.0813  -1.7607  0.4288
H  -3.7185  3.7345  -0.0979  0.4557
H  -2.7937  3.0575  1.2241  0.2257
H  1.6734  1.0993  -0.9470  0.5108
H  1.7057  1.4514  0.7519  0.3747
H  3.5752  -0.6533  1.7973  0.4855
H  2.1346  0.1254  2.3718  0.3073
H  2.2934  -1.6895  2.2435  0.2501
H  3.0525  -0.4900  -1.6319  0.3612
H  3.4186  -1.9692  -0.7136  0.3963
H  4.0670  -0.3907  -0.1995  0.5188
H  -1.8139  -2.7429  -1.6851  0.4271
H  -1.6923  -2.6931  0.0668  0.3122
H  -0.6145  -3.7480  -0.8849  0.5086
H  1.2381  -0.9636  -2.6702  0.4160
H  -0.1787  -1.9246  -3.1295  0.5091
H  1.2313  -2.7295  -2.4032  0.3599
H  -1.8670  -0.3895  -0.7799  0.5744
H  -0.7328  0.2046  -1.9444  0.5315
Nd  0.3180  -1.1322  3.2943  1.5618

Computed, not measured: a molecular structure, C14H27N2SSc in a non-equilibrium geometry, with ωB97M-V with the def2-TZVPD basis set.

Calculated values
ΔE to the lowest compared entry with this formula, charge and spin = 0.0000 eV
Net charge = +2
E_HOMO = -15.1 eV
Kohn-Sham gap = 0.2823 hartree

Each line ends with the Mulliken charge.
Geometry (Å):
C  0.6473  -0.9411  -2.1679  -0.1705
H  0.6116  -0.7045  -3.2340  0.7180
H  1.3728  -0.2125  -1.7251  0.0115
H  -0.7383  -0.6267  -1.8950  0.0941
C  0.9943  -2.3971  -1.9048  -0.4248
H  1.4271  -2.5139  -0.8976  0.3547
H  0.0873  -3.0163  -1.9143  0.3848
C  1.9903  -2.9571  -2.9394  -1.3316
H  2.2767  -3.9838  -2.6950  0.3928
H  1.5470  -2.9637  -3.9409  0.3781
H  2.9049  -2.3556  -2.9826  0.3371
C  -0.2582  0.9322  1.6733  0.5245
C  0.8438  0.0202  1.7516  0.5573
C  1.7954  0.3913  0.7428  1.0110
C  1.2513  1.5052  0.0062  0.3456
C  -0.0175  1.8397  0.5910  0.5229
C  -0.8380  3.0359  0.2724  -1.3855
C  1.9708  2.2896  -1.0335  -1.5285
C  3.1543  -0.1851  0.5625  -1.3703
C  1.0314  -1.0191  2.7973  -1.8168
C  -1.3855  1.0080  2.6370  -1.4002
Sc  -0.1637  -0.3249  -0.3957  0.0939
H  1.2883  2.9712  -1.5515  0.3906
H  2.7753  2.8959  -0.5887  0.3616
H  2.4378  1.6419  -1.7871  0.2830
H  -0.5216  3.4900  -0.6721  0.3953
H  -1.9017  2.7823  0.1760  0.2113
H  -0.7455  3.7989  1.0619  0.3438
H  -1.5623  0.0344  3.1099  0.3512
H  -1.1693  1.7274  3.4435  0.3513
H  -2.3210  1.3200  2.1559  0.2757
H  1.7319  -1.7939  2.4669  0.4127
H  1.4288  -0.5872  3.7288  0.3394
H  0.0795  -1.5052  3.0431  0.4074
H  3.3886  -0.3682  -0.4959  0.2889
H  3.9308  0.4930  0.9502  0.3326
H  3.2506  -1.1375  1.0962  0.3720
N  -4.0121  -1.4939  -0.0870  -0.4391
C  -3.7069  -0.1823  -0.1461  0.7890
N  -4.3933  0.6274  0.6911  -0.3771
S  -2.5500  0.4431  -1.2474  -0.3246
H  -4.8597  -1.8167  0.3604  0.2307
H  -3.5818  -2.1093  -0.7732  0.2170
H  -4.2569  1.6338  0.6010  0.2725
H  -5.2347  0.3142  1.1559  0.2166

Computed, not measured: 3 unconnected molecules or ions with the total composition C14H27N3O2PS in a non-equilibrium geometry, with ωB97M-V with the def2-TZVPD basis set.

Calculated values
Net charge = +1
E_HOMO = -11.1 eV
Kohn-Sham gap = 0.2779 hartree

Each line ends with the Mulliken charge.
Geometry (Å):
C  -2.8991  -4.6320  -4.0341  -0.3069
C  -1.8599  -4.4751  -4.8455  -0.0893
C  -0.6768  -4.1165  -5.9138  -0.4409
N  -0.7238  -2.6107  -6.0554  -0.1488
C  -0.1886  -1.8275  -5.0851  0.1963
N  0.4200  -2.2329  -3.8137  -0.2979
C  0.4445  -1.0851  -2.7992  -0.4141
C  -0.1347  0.1240  -3.7274  -0.0587
P  0.8952  1.7193  -3.8448  0.0669
S  2.7522  1.5282  -3.2948  -0.3544
N  -0.1833  -0.3382  -5.1762  -0.3530
H  -3.6893  -4.3710  -3.2240  0.3275
H  -0.8001  -4.6714  -6.9152  0.3744
H  0.3093  -4.4278  -5.3725  0.3054
H  -1.1557  -2.1698  -6.8998  0.2868
H  -0.0652  -3.0537  -3.3732  0.3602
H  -0.2194  -1.3989  -1.8979  0.2279
H  1.5676  -1.0181  -2.4958  0.2623
H  -1.2034  0.4182  -3.3770  0.4336
H  0.1690  2.7255  -3.0850  0.1263
H  0.9208  2.0831  -5.2559  0.1328
H  -1.0990  -0.0158  -5.5610  0.3428
C  0.3584  -0.4522  2.3119  -0.3589
C  1.8113  -0.2318  1.9621  -0.5609
C  1.7754  -0.2299  0.4474  -0.3577
O  0.4905  0.2813  0.0626  -0.3650
C  -0.3506  0.3295  1.2254  -0.3318
H  0.0935  -0.1197  3.3173  0.1769
H  0.1135  -1.5169  2.2268  0.2729
H  2.1363  0.7474  2.3293  0.2257
H  2.4820  -0.9897  2.3713  0.3769
H  1.8658  -1.2458  0.0462  0.2568
H  2.5629  0.3888  0.0100  0.2447
H  -0.4708  1.3809  1.5077  0.1826
H  -1.3344  -0.0818  0.9858  0.2723
C  -1.3314  2.9701  6.1602  -0.5719
C  0.0151  3.4534  6.6458  -0.5259
C  0.9322  2.3321  6.2018  -0.4990
O  0.3594  1.7738  5.0105  -0.3437
C  -0.9706  2.2887  4.8560  -0.3534
H  -2.0658  3.7681  6.0348  0.3333
H  -1.7387  2.2369  6.8648  0.2782
H  0.2836  4.3819  6.1305  0.2608
H  0.0551  3.6361  7.7213  0.3361
H  0.9815  1.5375  6.9537  0.2812
H  1.9475  2.6785  5.9939  0.2694
H  -0.9585  3.0030  4.0253  0.2525
H  -1.6542  1.4736  4.6050  0.2688

Computed, not measured: a single C14H27N3O2S molecule, with ωB97M-V with the def2-TZVPD basis set.

Calculated values
SMILES string = C=CCNC(=S)NNC(=O)[C@H](CCC(C)C)C[C@H](C)O
ΔE to the lowest compared entry with this formula, charge and spin = 0.1151 eV
E_HOMO = -8.0 eV
Kohn-Sham gap = 0.3086 hartree

Each line ends with the Mulliken charge.
Geometry (Å):
C  2.1383  3.1074  0.9260  -0.8576
C  1.3495  4.0958  0.5483  0.1071
C  0.4759  4.0939  -0.6735  -0.8945
N  0.3090  2.7938  -1.2686  -0.0996
C  0.9621  2.3973  -2.3727  0.4075
S  1.8408  3.3975  -3.3452  -0.4767
N  0.7829  1.1014  -2.7762  -0.3860
N  0.2216  0.1418  -1.9391  0.1509
C  0.8946  -0.3772  -0.8711  -0.2392
O  1.9833  0.0242  -0.5320  -0.6629
C  0.0924  -1.4617  -0.1637  1.2480
C  0.5828  -1.6492  1.2745  -1.6556
C  0.5103  -0.3804  2.1296  -0.9465
C  -0.8613  0.2980  2.2108  1.5483
C  -1.9117  -0.6168  2.8363  -1.7613
C  -0.7377  1.5882  3.0206  -1.5726
C  0.1942  -2.7663  -0.9840  -1.4227
C  -1.1281  -3.1458  -1.6563  0.4438
C  -0.9846  -4.4364  -2.4577  -1.4634
O  -1.5274  -2.0683  -2.4941  -0.5533
H  2.7488  3.1838  1.8094  0.3010
H  2.2301  2.1901  0.3677  0.1923
H  1.2981  5.0139  1.1186  0.3828
H  -0.5127  4.4942  -0.4189  0.3388
H  0.9208  4.7412  -1.4383  0.3950
H  -0.0864  2.0777  -0.6753  0.1903
H  1.4556  0.7870  -3.4679  0.2653
H  -0.5857  -0.3573  -2.3023  0.2184
H  -0.9547  -1.1493  -0.1501  0.4629
H  1.6263  -1.9684  1.2428  0.3957
H  -0.0007  -2.4462  1.7395  0.5447
H  0.8270  -0.6402  3.1425  0.5407
H  1.2312  0.3388  1.7400  0.2005
H  -1.1911  0.5689  1.2007  -0.1600
H  -1.5903  -0.9377  3.8247  0.3350
H  -2.8587  -0.0911  2.9389  0.4585
H  -2.0801  -1.5001  2.2254  0.3221
H  -1.6922  2.1087  3.0618  0.3901
H  -0.4251  1.3664  4.0386  0.3792
H  -0.0012  2.2526  2.5729  0.2954
H  0.4896  -3.5872  -0.3303  0.5500
H  0.9607  -2.6662  -1.7549  0.3970
H  -1.8956  -3.2874  -0.8766  0.2211
H  -1.9346  -4.7131  -2.9126  0.4353
H  -0.6657  -5.2475  -1.8098  0.3488
H  -0.2458  -4.3051  -3.2453  0.3685
H  -2.2545  -2.3636  -3.0525  0.3174